Record 1
The following is a quantum chemistry calculation of 20 unconnected molecules or ions with the total composition C60H120O20 in a non-equilibrium geometry, from the Open Molecules 2025 dataset.

Atoms and positions in Å:
C (-1.616, -4.993, 1.243)
C (-0.228, -5.595, 1.625)
O (0.141, -6.595, 1.026)
C (0.685, -4.808, 2.615)
H (-1.479, -4.254, 0.453)
H (-1.944, -4.442, 2.125)
H (-2.390, -5.708, 0.965)
H (0.407, -5.214, 3.588)
H (0.648, -3.719, 2.635)
H (1.721, -5.119, 2.480)
C (-4.135, 0.288, 5.343)
C (-3.555, 1.351, 4.466)
O (-2.405, 1.730, 4.672)
C (-4.414, 1.941, 3.355)
H (-3.343, -0.433, 5.542)
H (-4.976, -0.139, 4.797)
H (-4.473, 0.768, 6.261)
H (-4.199, 1.324, 2.482)
H (-4.262, 3.010, 3.206)
H (-5.480, 1.767, 3.500)
C (-5.817, -6.176, -2.121)
C (-4.947, -5.402, -1.144)
O (-5.094, -5.540, 0.075)
C (-3.976, -4.376, -1.606)
H (-6.282, -6.973, -1.541)
H (-5.187, -6.525, -2.939)
H (-6.534, -5.550, -2.650)
H (-3.027, -4.619, -1.129)
H (-4.305, -3.395, -1.263)
H (-3.975, -4.437, -2.694)
C (-6.399, 7.404, -0.383)
C (-5.424, 6.278, -0.560)
O (-5.466, 5.609, -1.599)
C (-4.394, 5.935, 0.536)
H (-6.051, 8.198, 0.278)
H (-7.350, 6.983, -0.058)
H (-6.564, 7.723, -1.412)
H (-4.086, 6.817, 1.097)
H (-3.593, 5.317, 0.129)
H (-4.823, 5.282, 1.296)
C (0.992, 2.478, 5.870)
C (0.165, 3.062, 6.981)
O (0.155, 4.275, 7.249)
C (-0.747, 2.084, 7.758)
H (1.647, 1.690, 6.239)
H (1.607, 3.252, 5.411)
H (0.294, 2.120, 5.113)
H (-0.210, 1.208, 8.121)
H (-1.538, 1.823, 7.056)
H (-1.111, 2.549, 8.675)
C (2.966, -2.390, 1.474)
C (3.814, -1.198, 1.233)
O (3.394, -0.109, 1.402)
C (5.281, -1.365, 0.829)
H (3.059, -3.109, 0.660)
H (1.914, -2.154, 1.631)
H (3.316, -2.841, 2.403)
H (5.410, -2.395, 0.497)
H (5.885, -1.347, 1.737)
H (5.709, -0.693, 0.086)
C (-2.629, -4.233, 5.570)
C (-1.772, -3.004, 5.360)
O (-1.412, -2.708, 4.219)
C (-1.461, -2.151, 6.518)
H (-1.995, -5.105, 5.727)
H (-3.340, -4.403, 4.761)
H (-3.244, -4.204, 6.470)
H (-0.845, -2.754, 7.185)
H (-2.412, -1.838, 6.950)
H (-0.853, -1.319, 6.161)
C (5.666, -3.096, -5.093)
C (5.057, -1.899, -4.419)
O (4.068, -1.879, -3.718)
C (5.885, -0.622, -4.663)
H (6.577, -3.332, -4.543)
H (5.934, -2.870, -6.125)
H (4.993, -3.953, -5.085)
H (5.469, 0.295, -4.246)
H (5.973, -0.590, -5.749)
H (6.876, -0.766, -4.232)
C (1.735, -3.660, -1.746)
C (0.891, -3.800, -2.995)
O (1.114, -4.767, -3.718)
C (-0.298, -2.916, -3.172)
H (1.844, -4.626, -1.253)
H (1.295, -2.860, -1.151)
H (2.764, -3.378, -1.969)
H (0.054, -1.964, -3.570)
H (-0.709, -2.811, -2.168)
H (-0.977, -3.309, -3.929)
C (1.461, -4.970, -7.079)
C (0.976, -3.511, -6.993)
O (0.000, -3.146, -7.641)
C (1.786, -2.571, -6.162)
H (0.765, -5.614, -7.616)
H (1.519, -5.382, -6.072)
H (2.417, -5.027, -7.601)
H (1.192, -1.796, -5.679)
H (2.493, -2.024, -6.786)
H (2.408, -3.180, -5.506)
C (2.005, 4.955, -2.678)
C (3.276, 5.310, -1.880)
O (3.320, 5.021, -0.688)
C (4.272, 6.209, -2.590)
H (2.197, 4.347, -3.563)
H (1.542, 5.874, -3.036)
H (1.231, 4.428, -2.120)
H (4.700, 5.732, -3.472)
H (5.015, 6.412, -1.818)
H (3.838, 7.184, -2.813)
C (-3.567, -2.175, 1.730)
C (-4.995, -2.013, 2.177)
O (-5.596, -0.941, 2.181)
C (-5.664, -3.334, 2.691)
H (-3.394, -1.507, 0.886)
H (-3.362, -3.172, 1.339)
H (-2.809, -1.949, 2.479)
H (-6.708, -3.119, 2.923)
H (-5.110, -3.723, 3.545)
H (-5.660, -4.095, 1.910)
C (2.016, 3.077, 2.039)
C (3.306, 3.356, 2.788)
O (3.404, 3.714, 3.971)
C (4.546, 3.185, 1.919)
H (1.729, 3.892, 1.374)
H (1.259, 2.798, 2.772)
H (2.134, 2.187, 1.420)
H (4.249, 3.495, 0.918)
H (4.791, 2.129, 1.806)
H (5.399, 3.767, 2.269)
C (-2.996, -2.029, -6.652)
C (-3.332, -1.923, -5.208)
O (-3.692, -2.921, -4.558)
C (-3.088, -0.590, -4.547)
H (-3.191, -3.033, -7.030)
H (-1.949, -1.818, -6.873)
H (-3.585, -1.318, -7.230)
H (-2.221, -0.656, -3.889)
H (-3.934, -0.442, -3.875)
H (-2.904, 0.151, -5.324)
C (-0.155, 5.665, 4.038)
C (-1.420, 5.365, 3.238)
O (-2.508, 5.830, 3.548)
C (-1.255, 4.471, 2.027)
H (-0.572, 6.129, 4.932)
H (0.495, 6.365, 3.513)
H (0.430, 4.775, 4.269)
H (-0.588, 4.764, 1.217)
H (-2.228, 4.407, 1.540)
H (-0.994, 3.446, 2.292)
C (4.741, 1.226, -1.505)
C (6.168, 1.584, -1.547)
O (7.035, 0.824, -1.965)
C (6.541, 2.935, -1.009)
H (4.533, 1.014, -0.456)
H (4.607, 0.361, -2.156)
H (4.031, 1.965, -1.876)
H (6.503, 2.949, 0.080)
H (5.882, 3.705, -1.409)
H (7.533, 3.237, -1.347)
C (0.924, 2.698, -5.847)
C (0.802, 1.380, -5.180)
O (-0.260, 0.745, -5.149)
C (2.075, 0.896, -4.527)
H (1.143, 3.562, -5.219)
H (0.008, 2.882, -6.410)
H (1.732, 2.591, -6.570)
H (2.167, 1.483, -3.614)
H (2.928, 1.075, -5.182)
H (1.943, -0.155, -4.268)
C (-2.712, 3.509, -4.148)
C (-2.318, 3.049, -2.752)
O (-1.251, 3.381, -2.230)
C (-3.218, 2.048, -2.038)
H (-3.518, 4.217, -3.955)
H (-2.896, 2.687, -4.841)
H (-1.863, 4.000, -4.623)
H (-2.981, 2.199, -0.984)
H (-2.886, 1.033, -2.254)
H (-4.284, 2.088, -2.259)
C (-0.667, 0.321, 1.430)
C (-0.257, -0.509, 0.211)
O (-0.339, -1.742, 0.225)
C (0.433, 0.227, -0.911)
H (-1.151, -0.331, 2.156)
H (-1.418, 1.063, 1.157)
H (0.158, 0.809, 1.950)
H (0.148, -0.181, -1.881)
H (1.503, 0.337, -0.734)
H (-0.018, 1.209, -0.769)
C (2.848, -3.150, 6.523)
C (3.372, -2.420, 5.283)
O (4.486, -2.728, 4.864)
C (2.499, -1.381, 4.640)
H (3.654, -3.758, 6.933)
H (2.074, -3.814, 6.136)
H (2.402, -2.495, 7.271)
H (2.181, -0.648, 5.382)
H (1.595, -1.798, 4.198)
H (3.038, -0.774, 3.912)

Output
Kohn-Sham gap	9.3	eV
HOMO level	-9.2	eV
energy above the lowest of the compared OMol25 structures with the same formula, charge and spin	27.1	kcal per mole
total charge	0
total energy	-105114.225	eV
M	1161.60	g/mol
LUMO energy	0.11	eV



Record 2
The following is a quantum chemistry calculation of C2H4N2P2 in the gas phase in a non-equilibrium geometry, from the Open Molecules 2025 dataset.

Atoms and positions in Å:
C (-0.428, -1.494, 0.901)
N (-0.061, -0.448, 0.043)
P (0.291, -0.320, -1.424)
C (0.520, 1.394, -1.650)
P (0.545, 2.356, -0.212)
N (0.273, 1.967, 1.187)
H (-0.577, -2.564, 0.549)
H (0.203, -1.739, 1.725)
H (-1.331, -1.197, 1.383)
H (0.565, 2.046, -2.502)

Output
Kohn-Sham gap (spin up / spin down)	7.0 / 7.0	eV
HOMO level (spin up / spin down)	-9.0 / -9.0	eV
energy above the lowest of the compared OMol25 structures with the same formula, charge and spin	75.3	kcal per mole
total charge	0
total energy	-23691.658	eV
SMILES	C/N=P/C=P#N
M	118.02	g/mol
LUMO energy (spin up / spin down)	-2.01 / -2.02	eV



Record 3
The following is a quantum chemistry calculation of a molecular structure, C32H23BCl3IrN3O5S, from the Open Molecules 2025 dataset.

Atoms and positions in Å:
Ir (-0.890, 0.249, 0.921)
O (-2.397, 0.648, 4.589)
C (-2.000, 0.733, 3.462)
O (-1.755, -0.279, 2.654)
C (-1.796, 2.086, 2.811)
C (-2.060, 3.255, 3.522)
C (-1.977, 4.447, 2.863)
C (-1.703, 4.470, 1.479)
C (-1.706, 5.685, 0.752)
C (-1.508, 5.688, -0.597)
C (-1.314, 4.468, -1.274)
C (-1.284, 3.277, -0.602)
C (-1.454, 3.254, 0.797)
N (-1.433, 2.081, 1.529)
H (-2.325, 3.159, 4.566)
H (-2.161, 5.382, 3.379)
H (-1.883, 6.606, 1.291)
H (-1.518, 6.616, -1.151)
H (-1.189, 4.471, -2.349)
H (-1.149, 2.352, -1.139)
Cl (-2.133, -3.056, 1.761)
C (-0.658, -3.040, 0.843)
C (0.512, -2.526, 1.401)
C (1.686, -2.565, 0.653)
C (1.713, -3.032, -0.654)
C (2.905, -2.753, -1.566)
C (2.666, -1.502, -2.507)
N (1.957, -0.359, -1.887)
C (2.513, 0.794, -1.378)
C (1.595, 1.360, -0.562)
N (0.459, 0.571, -0.572)
C (0.696, -0.407, -1.440)
O (4.096, -2.695, -0.831)
C (4.616, -1.447, -0.362)
C (5.842, -1.730, 0.434)
C (7.072, -1.919, -0.127)
Cl (7.440, -1.835, -1.798)
S (8.280, -2.263, 1.030)
C (7.144, -2.159, 2.303)
C (5.895, -1.873, 1.850)
C (0.535, -3.606, -1.148)
Cl (0.473, -4.249, -2.756)
C (-0.640, -3.623, -0.416)
H (0.514, -2.172, 2.426)
H (2.601, -2.194, 1.092)
H (3.012, -3.606, -2.239)
H (2.052, -1.825, -3.345)
H (3.621, -1.137, -2.878)
H (3.528, 1.080, -1.592)
H (1.689, 2.230, 0.065)
H (0.000, -1.194, -1.665)
H (3.886, -0.912, 0.253)
H (4.882, -0.817, -1.216)
H (7.462, -2.314, 3.321)
H (5.038, -1.764, 2.500)
H (-1.529, -4.083, -0.823)
O (-3.710, 0.868, 0.126)
B (-2.551, 0.050, -0.022)
O (-2.892, -1.024, -0.905)
C (-4.181, -0.894, -1.200)
C (-4.979, -1.714, -1.983)
C (-6.290, -1.316, -2.094)
C (-6.800, -0.134, -1.449)
C (-6.015, 0.685, -0.675)
C (-4.692, 0.289, -0.556)
H (-4.592, -2.602, -2.460)
H (-6.979, -1.907, -2.683)
H (-7.847, 0.103, -1.587)
H (-6.392, 1.570, -0.184)

Output
Kohn-Sham gap (spin up / spin down)	6.0 / 3.0	eV
HOMO level (spin up / spin down)	-12.4 / -12.4	eV
energy above the lowest of the compared OMol25 structures with the same formula, charge and spin	16.4	kcal per mole
total charge	+2
total energy	-100170.060	eV
M	871.01	g/mol
spin multiplicity	2
LUMO energy (spin up / spin down)	-6.47 / -9.41	eV